1.
Below is an isolated molecule of C6H9N, with properties calculated with the ωB97M-V functional and the def2-TZVPD basis.

- SMILES string: Cc1ccc(C)[nH]1
- ΔE to the lowest compared entry with this formula, charge and spin: 1.179 eV
- E_HOMO: -0.2771 Ha
- Multiplicity: 1
- HOMO-LUMO gap: 8.50 eV
- Net charge: 0

Geometry (Å):
C (-2.18661, -0.34979, -0.45715)
C (-1.18818, 0.26353, 0.48377)
C (-0.66222, 1.53817, 0.40379)
C (0.75618, 1.41962, 0.34856)
C (1.06068, 0.07448, 0.43615)
C (2.17637, -0.79081, -0.05833)
N (-0.11543, -0.57723, 0.63841)
H (-2.43565, -1.38511, -0.19908)
H (-3.08767, 0.23214, -0.63535)
H (-1.63195, -0.39714, -1.40847)
H (-1.24079, 2.44463, 0.26768)
H (1.45189, 2.21968, 0.13068)
H (1.85779, -1.83842, 0.00395)
H (2.30527, -0.58520, -1.12722)
H (3.13899, -0.69172, 0.43879)
H (-0.19868, -1.57683, 0.73382)



2.
Below is an isolated molecule of C3H3NOS in a non-equilibrium geometry, with properties calculated with the ωB97M-V functional and the def2-TZVPD basis.

- SMILES string: CSC(=O)C#N
- ΔE to the lowest compared entry with this formula, charge and spin: 4.870 eV
- E_HOMO (spin up / spin down): -0.3667 / -0.3664 Ha
- Multiplicity: 1
- HOMO-LUMO gap (spin up / spin down): 7.99 / 7.98 eV
- Net charge: 0

Geometry (Å):
C (0.80731, 2.12759, 0.79163)
C (0.41189, 0.81442, 0.50540)
C (-0.70923, -1.29048, -0.70372)
N (1.08727, 3.21701, 0.88419)
O (1.10493, -0.52810, 1.37726)
S (-0.62981, 0.53539, -0.73120)
H (-1.23619, -1.58610, 0.16038)
H (0.45489, -1.69959, -0.60975)
H (-1.29107, -1.59014, -1.67419)



3.
Below is an isolated molecule of C25H37N5O3S in a non-equilibrium geometry, with properties calculated with the ωB97M-V functional and the def2-TZVPD basis.

- SMILES string: CCn1c(CNC(=O)COc2ccc(C(C)C)cc2)nnc1SCC(=O)N[C@@H]1CCCC[C@@H]1C
- ΔE to the lowest compared entry with this formula, charge and spin: 0.000 eV
- E_HOMO: -0.3132 Ha
- Multiplicity: 1
- HOMO-LUMO gap: 9.11 eV
- Net charge: 0

Geometry (Å):
C (2.80382, -3.73633, 0.43185)
H (1.82909, -4.00885, 0.03415)
H (2.75903, -3.69672, 1.51725)
H (3.52099, -4.49996, 0.14624)
C (3.24651, -2.39098, -0.13223)
N (2.24857, -1.37002, 0.06711)
C (1.21444, -1.09659, -0.77943)
N (0.49832, -0.09860, -0.32209)
N (1.05355, 0.29660, 0.83568)
C (2.09126, -0.45480, 1.07438)
C (2.92925, -0.35314, 2.30455)
N (2.16975, -0.78748, 3.45802)
C (2.21078, -2.05986, 3.89903)
O (3.03486, -2.87503, 3.53645)
C (1.13860, -2.39397, 4.93778)
O (-0.00215, -1.57841, 4.85488)
C (-0.73689, -1.60060, 3.69070)
C (-0.47456, -2.40946, 2.59465)
C (-1.26114, -2.29851, 1.45935)
C (-2.31014, -1.39621, 1.38661)
C (-2.57385, -0.60831, 2.50203)
C (-1.80224, -0.70522, 3.63855)
H (-1.99796, -0.08906, 4.50218)
H (-3.38734, 0.10022, 2.48244)
C (-3.12723, -1.25620, 0.12717)
C (-3.03589, 0.17793, -0.40226)
H (-3.45423, 0.24212, -1.40532)
H (-1.99614, 0.49804, -0.42299)
H (-3.58772, 0.85983, 0.23954)
C (-4.58304, -1.66098, 0.36536)
H (-5.04559, -1.01607, 1.10820)
H (-5.15054, -1.58297, -0.55948)
H (-4.63823, -2.68756, 0.72095)
H (-2.70837, -1.93475, -0.62536)
H (-1.03971, -2.93067, 0.61013)
H (0.33648, -3.12179, 2.60336)
H (0.89135, -3.45984, 4.85159)
H (1.55178, -2.21881, 5.93598)
H (1.39181, -0.20449, 3.73181)
H (3.23611, 0.68494, 2.45352)
H (3.80690, -0.99859, 2.23180)
S (0.96773, -1.98412, -2.24734)
C (-0.48035, -1.12013, -2.93137)
H (-1.17125, -0.95075, -2.10900)
H (-0.89878, -1.81367, -3.66017)
C (-0.10378, 0.18140, -3.64088)
O (-0.01175, 0.23957, -4.84970)
N (0.08238, 1.20923, -2.80329)
H (0.04079, 1.04290, -1.80173)
C (0.44138, 2.53411, -3.26004)
C (1.81419, 2.94631, -2.71591)
C (1.78294, 3.21231, -1.21275)
C (0.72901, 4.26199, -0.87836)
C (-0.64183, 3.80361, -1.36423)
H (-0.92050, 2.88479, -0.84484)
C (-0.63245, 3.56668, -2.87522)
C (-2.00782, 3.13548, -3.37690)
H (-2.34024, 2.24087, -2.85563)
H (-2.73788, 3.92320, -3.20603)
H (-1.97356, 2.91789, -4.44181)
H (-0.35998, 4.50627, -3.36904)
H (-1.39257, 4.55974, -1.12459)
H (0.70315, 4.42878, 0.19997)
H (0.98956, 5.20784, -1.36013)
H (1.55523, 2.29541, -0.66761)
H (2.76781, 3.55423, -0.88642)
H (2.12954, 3.85402, -3.23472)
H (2.53905, 2.16183, -2.94529)
H (0.49299, 2.46180, -4.35288)
H (4.17554, -2.06875, 0.34319)
H (3.41113, -2.47174, -1.21139)